C5H39N3O12 | wB97M-V/def2-TZVPD

Summary:
energy above the lowest of the compared OMol25 structures with the same formula, charge and spin: 0.0000 eV
total charge: +2
calculated total energy: -1280.64798 Eh
2S+1: 1

Geometry as XYZ:
```
59
C5H39N3O12 wB97M-V/def2-TZVPD
C -3.320 0.759 -2.151
C -2.060 -0.040 -1.912
C -1.576 0.083 -0.458
C -0.270 -0.586 -0.131
C 0.879 0.113 0.071
N 2.118 -0.364 0.252
N -0.281 -2.052 0.065
N -0.980 0.514 -2.816
H -4.143 0.376 -1.548
H -3.668 0.719 -3.190
H -3.222 1.819 -1.910
H -2.185 -1.088 -2.175
H -2.362 -0.329 0.188
H -1.535 1.134 -0.166
H 0.771 1.179 0.085
H 2.297 -1.339 0.449
H 2.794 0.301 0.609
H 0.456 -2.358 0.719
H -1.190 -2.385 0.427
H -0.092 -2.497 -0.843
H -0.200 -0.136 -2.789
H -0.631 1.422 -2.469
H -1.301 0.627 -3.774
H 1.493 0.747 4.761
H 0.251 1.065 3.879
O 1.103 0.589 3.914
H 3.384 -1.744 -3.505
H 2.602 -0.631 -2.702
O 2.672 -1.607 -2.852
H 0.192 4.280 1.275
H -0.485 2.920 1.650
O 0.126 3.363 1.006
H 2.898 -3.807 -0.418
H 2.490 -2.624 -1.355
O 2.199 -3.165 -0.577
H 2.042 1.402 2.622
H 1.725 2.500 1.568
O 2.420 1.844 1.833
H -3.509 0.094 4.025
H -4.295 0.673 2.825
O -3.403 0.381 3.099
H 1.651 1.715 -2.303
H 2.614 1.502 -3.486
O 1.972 1.030 -2.936
H -2.856 -1.515 2.174
H -3.268 -3.007 1.820
O -2.756 -2.242 1.529
H -2.079 1.536 2.916
H -1.754 2.920 3.553
O -1.396 2.243 2.984
H -0.136 -3.126 -3.573
H 1.041 -2.222 -3.014
O 0.075 -2.397 -2.981
H 1.796 -2.739 2.983
H 1.329 -1.277 2.909
O 1.452 -2.085 2.371
H 0.303 3.108 -0.676
H 0.476 3.775 -2.070
O 0.360 2.904 -1.647
```

=====

C5H39NO15 | wB97M-V/def2-TZVPD

Summary:
energy above the lowest of the compared OMol25 structures with the same formula, charge and spin: 5.4878 eV
total charge: 0
calculated total energy: -1397.17885 Eh
2S+1: 1

Geometry as XYZ:
```
60
C5H39NO15 wB97M-V/def2-TZVPD
C -2.876 -1.382 0.429
N -2.107 -1.470 -0.801
C -0.662 -1.416 -0.692
C -0.157 -0.037 -1.103
O -0.418 0.784 0.034
C 0.254 -2.553 -1.412
O 1.256 -2.659 -0.430
C -4.020 -0.324 0.463
H -2.261 -1.093 1.289
H -3.298 -2.366 0.594
H -2.557 -1.070 -1.614
H -0.474 -1.609 0.392
H -0.750 0.351 -1.895
H 0.920 0.018 -1.223
H -1.016 1.507 -0.211
H -0.244 -3.513 -1.504
H 0.479 -2.082 -2.398
H 2.011 -2.080 -0.634
H -4.541 -0.380 -0.479
H -3.682 0.590 0.904
H -4.753 -0.753 1.170
H 3.245 1.909 0.782
H 4.477 2.217 -0.141
O 3.843 1.536 0.117
H 2.748 1.831 -1.273
H 1.515 2.622 -1.743
O 2.407 2.384 -1.984
H -3.297 2.568 -0.585
H -2.374 2.650 -1.922
O -2.599 2.177 -1.111
H 1.291 -1.502 1.457
H 1.668 -2.953 1.678
O 1.410 -2.144 2.167
H 3.266 -1.010 -2.418
H 2.646 0.322 -2.969
O 2.757 -0.619 -3.131
H 3.923 -1.024 0.413
H 3.037 -0.123 -0.428
O 3.574 -0.920 -0.479
H -2.621 1.939 3.697
H -1.525 0.877 4.320
O -2.240 1.057 3.694
H 0.353 3.607 -2.787
H -0.573 2.353 -3.014
O -0.472 3.187 -2.532
H -0.549 -2.750 2.064
H -1.809 -2.250 2.949
O -1.067 -2.851 2.865
H -0.022 -2.243 4.041
H 1.251 -1.430 4.404
O 0.297 -1.427 4.571
H -0.356 -0.119 -3.661
H -1.693 -0.620 -4.247
O -1.196 0.173 -4.028
H 0.973 3.101 1.053
H 0.932 4.406 0.513
O 1.535 3.644 0.476
H 1.402 -0.021 2.742
H 0.948 0.454 1.534
O 1.791 0.534 2.038
```

=====

C5H3F3NO6PS | wB97M-V/def2-TZVPD

Summary:
energy above the lowest of the compared OMol25 structures with the same formula, charge and spin: 3.8831 eV
total charge: 0
calculated total energy: -1737.52566 Eh
SMILES: NP(O)C1=C(S(=O)(=O)C(F)(F)F)C(=O)OC1=O
2S+1: 1

Geometry as XYZ:
```
20
C5H3F3NO6PS wB97M-V/def2-TZVPD
N 2.557 -1.244 1.282
P 2.018 -1.087 -0.423
O 3.463 -0.803 -1.285
C 0.918 0.477 -0.389
C -0.483 0.521 -0.051
S -1.574 -0.892 0.409
O -1.320 -1.182 1.876
O -1.133 -2.130 -0.359
C -3.385 -0.627 0.028
F -3.647 -1.317 -1.198
F -4.235 -1.152 1.034
F -3.753 0.717 -0.193
C -0.748 2.087 -0.167
O -1.728 2.798 0.137
O 0.353 2.867 -0.680
C 1.459 1.958 -0.715
O 2.667 2.180 -0.965
H 3.046 -0.339 1.462
H 1.678 -1.186 1.830
H 3.847 -1.645 -1.633
```

=====

C5H3F3O2 | wB97M-V/def2-TZVPD

Summary:
energy above the lowest of the compared OMol25 structures with the same formula, charge and spin: 0.6720 eV
total charge: 0
calculated total energy: -642.35949 Eh
2S+1: 1

Geometry as XYZ:
```
13
C5H3F3O2 wB97M-V/def2-TZVPD
C 0.470 -0.868 -1.142
C -0.951 0.543 0.300
C -1.660 0.085 -0.855
C 0.293 -0.131 -0.034
C 1.442 0.013 0.910
O 1.139 -1.535 -1.830
O -1.174 -0.622 -1.720
F 1.059 -0.228 2.190
F 2.476 -0.784 0.664
F 1.930 1.280 0.943
H -0.895 1.637 0.331
H -1.419 0.223 1.238
H -2.710 0.387 -0.996
```

=====

C5H3F3O2 | wB97M-V/def2-TZVPD

Summary:
energy above the lowest of the compared OMol25 structures with the same formula, charge and spin: 1.8674 eV
total charge: 0
calculated total energy: -642.31556 Eh
SMILES: COC1=C(F)C(=O)C1(F)F
2S+1: 1

Geometry as XYZ:
```
13
C5H3F3O2 wB97M-V/def2-TZVPD
C -2.085 -0.061 0.023
O -1.094 -1.059 0.314
C 0.115 -0.671 0.039
C 1.477 -1.150 -0.061
F 1.996 -2.350 -0.068
C 2.079 0.141 0.060
O 3.150 0.661 0.153
C 0.643 0.763 -0.084
F 0.229 1.508 1.034
F 0.318 1.486 -1.158
H -2.961 -0.495 -0.321
H -1.694 0.632 -0.781
H -2.173 0.594 0.847
```

=====

C5H3F6N2O2 | wB97M-V/def2-TZVPD

Summary:
energy above the lowest of the compared OMol25 structures with the same formula, charge and spin: 2.1867 eV
total charge: -1
calculated total energy: -1051.40702 Eh
2S+1: 1

Geometry as XYZ:
```
18
C5H3F6N2O2 wB97M-V/def2-TZVPD
C -0.685 2.576 0.363
C -0.546 0.943 0.780
C -1.485 0.041 0.056
C -0.875 -1.414 0.056
C 2.514 -0.409 -0.283
N 1.096 -0.485 -0.187
N 0.447 -1.514 -0.435
O 0.169 3.080 -0.282
O -1.728 2.884 0.898
F -0.534 0.665 2.117
F -2.749 -0.166 0.527
F -1.685 0.324 -1.223
F -0.917 -1.943 1.295
F -1.804 -2.129 -0.616
F 0.122 -1.517 -2.340
H 2.972 -1.248 -0.675
H 2.717 0.482 -0.872
H 2.970 -0.169 0.821
```